Entry from the Open Molecules 2025 dataset: a molecular structure, C25H34BrN4Pd at a distorted geometry (ωB97M-V with the def2-TZVPD basis set).

Summary:
- Total energy: -3892.9115 a.u.
- Largest force on an atom: 1.3 eV/A
- HOMO energy: -15.39 eV
- LUMO energy: -10.08 eV
- Orbital gap: 0.195 hartree
- Charge: +3

CARTESIAN COORDINATES (ANGSTROEM)
Pd  -0.0150  -0.2592  0.8353
N  4.2537  3.9837  -0.4939
C  3.1276  3.0332  -0.1097
C  3.7192  1.9050  0.7437
C  2.6529  1.0580  1.4509
N  1.9820  0.0929  0.5042
C  1.6685  1.9541  2.1867
C  0.9833  2.9742  1.2894
N  0.0428  2.2932  0.3529
C  2.0216  3.8497  0.5696
H  5.0031  3.5093  -1.0073
H  4.6762  4.4149  0.3344
H  3.9138  4.7449  -1.0906
H  2.7903  2.6547  -1.0782
H  4.3403  2.3376  1.5346
H  4.3794  1.2750  0.1414
H  3.1557  0.4257  2.1819
H  2.5159  -0.7716  0.5149
H  2.0112  0.4280  -0.4574
H  2.2225  2.4743  2.9719
H  0.9227  1.3599  2.7243
H  0.3966  3.6286  1.9305
H  0.3567  2.3708  -0.6104
H  -0.8652  2.7477  0.3572
H  2.4663  4.5303  1.3025
H  1.5179  4.4746  -0.1719
Br  -2.4870  -0.2754  0.8260
C  -2.6422  -2.1235  0.3624
C  -3.8305  -2.7765  0.4013
C  -3.8542  -4.1057  -0.0847
C  -2.7317  -4.6735  -0.6123
C  -1.4981  -3.9723  -0.6646
C  -0.3483  -4.5154  -1.2777
C  0.7991  -3.7863  -1.3827
C  0.8932  -2.5057  -0.7875
C  -0.2032  -1.9785  -0.1642
C  -1.4416  -2.6646  -0.1159
H  -4.7340  -2.3090  0.7689
H  -4.7871  -4.6515  -0.0633
H  -2.7691  -5.6753  -1.0208
H  -0.3991  -5.5146  -1.6911
H  1.6650  -4.1891  -1.8905
H  1.8303  -1.9790  -0.8903
C  -1.1020  2.4968  4.4892
N  -0.8331  1.1081  4.7758
C  -0.3815  0.7812  6.1139
C  -1.3801  0.0721  3.9590
C  -0.3854  -1.0602  3.6378
C  -0.1663  -1.9727  4.6898
C  0.8065  -2.9505  4.6492
C  1.6334  -3.0672  3.5457
C  1.4335  -2.2448  2.4417
C  0.4332  -1.2924  2.5521
H  -1.8061  2.9455  5.1975
H  -1.5652  2.5778  3.5033
H  -0.1917  3.1070  4.5028
H  -0.1801  1.7026  6.6562
H  0.5416  0.1961  6.1112
H  -1.1434  0.2298  6.6774
H  -1.7707  0.5368  3.0564
H  -2.2305  -0.4394  4.4362
H  -0.8001  -1.8752  5.5639
H  0.9223  -3.6269  5.4854
H  2.4064  -3.8236  3.5063
H  2.0352  -2.4031  1.5633

natural (NBO) charges, unit e, in atom order: number 1, Pd, carries 0.8347; number 2, N, carries -0.6690; number 3, C, carries -0.0435; number 4, C, carries -0.4461; number 5, C, carries -0.0553; number 6, N, carries -0.7695; number 7, C, carries -0.4480; number 8, C, carries -0.0625; number 9, N, carries -0.8896; number 10, C, carries -0.4445; number 11, H, carries 0.4572; number 12, H, carries 0.4514; number 13, H, carries 0.4597; number 14, H, carries 0.2148; number 15, H, carries 0.2502; number 16, H, carries 0.2426; number 17, H, carries 0.2559; number 18, H, carries 0.4254; number 19, H, carries 0.4003; number 20, H, carries 0.2607; number 21, H, carries 0.2562; number 22, H, carries 0.2495; number 23, H, carries 0.3776; number 24, H, carries 0.4158; number 25, H, carries 0.2441; number 26, H, carries 0.2471; number 27, Br, carries 0.2838; number 28, C, carries -0.0798; number 29, C, carries -0.1848; number 30, C, carries -0.1671; number 31, C, carries -0.1344; number 32, C, carries -0.0482; number 33, C, carries -0.1130; number 34, C, carries -0.1926; number 35, C, carries -0.2791; number 36, C, carries 0.0129; number 37, C, carries -0.0846; number 38, H, carries 0.2620; number 39, H, carries 0.2621; number 40, H, carries 0.2539; number 41, H, carries 0.2549; number 42, H, carries 0.2542; number 43, H, carries 0.2065; number 44, C, carries -0.3928; number 45, N, carries -0.4655; number 46, C, carries -0.4180; number 47, C, carries -0.2155; number 48, C, carries -0.1281; number 49, C, carries -0.1441; number 50, C, carries -0.1756; number 51, C, carries -0.1803; number 52, C, carries -0.2484; number 53, C, carries 0.0677; number 54, H, carries 0.2189; number 55, H, carries 0.1782; number 56, H, carries 0.1824; number 57, H, carries 0.2310; number 58, H, carries 0.1968; number 59, H, carries 0.1996; number 60, H, carries 0.1907; number 61, H, carries 0.2089; number 62, H, carries 0.2472; number 63, H, carries 0.2601; number 64, H, carries 0.2534; number 65, H, carries 0.2112

=====

Entry from the Open Molecules 2025 dataset: 4 unconnected molecules or ions with the total composition C2H10O4 at a distorted geometry (ωB97M-V with the def2-TZVPD basis set).

Summary:
- Total energy: -382.7220 a.u.
- Largest force on an atom: 4.6 eV/A
- HOMO energy (spin up / spin down): -15.23 / -14.70 eV
- Multiplicity: 2
- LUMO energy (spin up / spin down): -6.59 / -10.46 eV
- <S²>: 0.759
- Orbital gap (spin up / spin down): 0.318 / 0.156 hartree
- Charge: +1

CARTESIAN COORDINATES (ANGSTROEM)
O  0.0524  -0.1118  0.9718
C  0.5078  -1.2490  1.2713
C  0.3145  -2.5295  0.4648
H  0.7468  -1.3051  2.2882
H  0.3822  -3.5061  1.0103
H  -0.5980  -2.4763  -0.2120
H  1.0627  -2.4486  -0.3435
H  1.6592  1.3117  -1.6389
H  1.0030  1.4993  -0.3962
O  0.8287  1.7014  -1.3858
H  -1.5800  0.0744  -2.1690
H  -1.0557  -0.3580  -0.7669
O  -1.7904  -0.3973  -1.3844
H  -0.9335  2.5627  0.7660
H  -0.4685  4.0401  0.6730
O  -0.1312  3.1922  0.8512

natural (NBO) charges, unit e, in atom order: number 1, O, carries -0.1467; number 2, C, carries 0.4760; number 3, C, carries -0.7449; number 4, H, carries 0.2630; number 5, H, carries 0.3074; number 6, H, carries 0.3262; number 7, H, carries 0.3088; number 8, H, carries 0.4689; number 9, H, carries 0.4701; number 10, O, carries -0.8057; number 11, H, carries 0.4923; number 12, H, carries 0.4403; number 13, O, carries -0.9237; number 14, H, carries 0.4742; number 15, H, carries 0.4889; number 16, O, carries -0.8951

=====

Entry from the Open Molecules 2025 dataset: a single CH3Cl2OP molecule at a distorted geometry (ωB97M-V with the def2-TZVPD basis set).

Summary:
- Total energy: -1376.8875 a.u.
- Largest force on an atom: 4.1 eV/A
- HOMO energy: -8.64 eV
- LUMO energy: 0.57 eV
- Orbital gap: 0.338 hartree
- SMILES string: C=P(O)(Cl)Cl

CARTESIAN COORDINATES (ANGSTROEM)
C  0.5513  -0.4592  -0.5956
P  -1.0050  -0.0481  0.1124
O  -0.9053  0.1595  1.6984
Cl  -2.2445  1.4195  -0.2962
Cl  -2.1801  -1.5700  -0.1404
H  1.2145  0.2857  -0.9547
H  0.1055  -0.9719  -1.4101
H  -0.1969  -0.4137  2.0374

natural (NBO) charges, unit e, in atom order: number 1, C, carries -1.1077; number 2, P, carries 1.5654; number 3, O, carries -0.9767; number 4, Cl, carries -0.2282; number 5, Cl, carries -0.2128; number 6, H, carries 0.2322; number 7, H, carries 0.2070; number 8, H, carries 0.5208

=====

Question: What is the total energy in the second record?
Answer: -382.7220 a.u.